{"formula": "C18H36GeNPdS4Si3", "method": "ωB97M-V with the def2-TZVPD basis set", "symbols": ["Pd", "S", "C", "C", "C", "C", "C", "C", "S", "H", "H", "H", "H", "C", "Si", "C", "C", "Ge", "Si", "C", "C", "C", "Si", "C", "C", "C", "H", "H", "H", "H", "H", "H", "H", "H", "H", "H", "H", "H", "H", "H", "H", "H", "H", "H", "H", "H", "H", "H", "H", "H", "H", "H", "H", "S", "C", "N", "C", "C", "S", "H", "H", "H", "H", "H"], "positions_angstrom": [[10.973, 8.995, 9.515], [12.925, 8.181, 8.646], [13.894, 8.043, 10.042], [15.261, 7.811, 9.862], [16.052, 7.455, 10.989], [15.479, 7.385, 12.255], [14.102, 7.670, 12.491], [13.318, 8.060, 11.387], [11.635, 8.450, 11.611], [15.665, 7.842, 8.829], [17.120, 7.344, 10.880], [16.036, 7.016, 13.100], [13.659, 7.690, 13.496], [6.552, 5.867, 8.623], [8.315, 6.510, 8.310], [8.948, 6.096, 6.629], [9.402, 5.625, 9.555], [8.472, 8.871, 8.766], [7.310, 9.324, 10.831], [8.500, 10.452, 11.731], [5.694, 10.244, 10.816], [6.866, 7.863, 11.953], [7.480, 9.945, 6.913], [5.713, 9.325, 6.629], [7.589, 11.832, 7.004], [8.672, 9.489, 5.486], [6.482, 4.948, 8.026], [5.683, 6.522, 8.448], [6.460, 5.561, 9.691], [9.022, 4.994, 6.612], [9.952, 6.482, 6.356], [8.266, 6.443, 5.806], [9.072, 4.557, 9.489], [9.480, 5.966, 10.595], [10.458, 5.586, 9.158], [8.091, 11.478, 11.648], [9.538, 10.439, 11.399], [8.559, 10.174, 12.797], [5.820, 11.267, 10.433], [5.499, 10.224, 11.897], [4.870, 9.680, 10.325], [7.794, 7.317, 12.266], [6.161, 7.162, 11.503], [6.356, 8.273, 12.880], [5.059, 9.219, 7.499], [5.716, 8.352, 6.083], [5.217, 10.061, 5.994], [6.761, 12.218, 7.646], [7.448, 12.151, 5.957], [8.589, 12.195, 7.333], [9.139, 8.479, 5.524], [9.507, 10.227, 5.479], [8.134, 9.538, 4.506], [11.114, 11.296, 8.491], [12.180, 11.473, 7.205], [11.929, 12.234, 6.101], [13.135, 12.525, 5.321], [14.363, 11.848, 5.984], [13.858, 11.050, 7.511], [10.978, 12.316, 5.689], [13.387, 13.602, 5.216], [13.136, 12.140, 4.240], [15.107, 12.591, 6.234], [14.879, 11.124, 5.360]], "lumo_energy_ev": [4.254, 4.245], "charge": -2, "s2": 0.79, "spin_multiplicity": 2, "e_homo_ha": [0.0163, 0.0082]}

***

{"formula": "C2H2FGdLiO2", "method": "ωB97M-V with the def2-TZVPD basis set", "symbols": ["H", "O", "C", "C", "O", "Li", "Gd", "F", "H"], "positions_angstrom": [[-1.113, 1.119, -0.674], [-1.210, -1.264, 0.508], [-1.183, -0.063, 0.181], [0.088, 0.400, -0.499], [1.166, -0.025, 0.110], [0.442, -2.016, 0.994], [3.397, 0.659, -0.163], [-1.704, 0.788, 1.146], [0.117, 0.401, -1.603]], "lumo_energy_ev": [-15.300, -15.878], "relative_energy_kcal_mol": 203.9, "charge": 3, "s2": 15.77, "spin_multiplicity": 8, "e_homo_ha": [-0.8533, -0.7357]}

***

{"formula": "C22H60F3NaO11S9", "method": "ωB97M-V with the def2-TZVPD basis set", "symbols": ["Na", "C", "O", "O", "C", "F", "F", "F", "C", "C", "H", "H", "H", "H", "H", "H", "C", "S", "O", "C", "H", "H", "H", "H", "H", "H", "C", "S", "O", "C", "H", "H", "H", "H", "H", "H", "C", "S", "O", "C", "H", "H", "H", "H", "H", "H", "C", "S", "O", "C", "H", "H", "H", "H", "H", "H", "C", "S", "O", "C", "H", "H", "H", "H", "H", "H", "C", "S", "O", "C", "H", "H", "H", "H", "H", "H", "C", "S", "O", "C", "H", "H", "H", "H", "H", "H", "C", "S", "O", "C", "H", "H", "H", "H", "H", "H", "C", "S", "O", "C", "H", "H", "H", "H", "H", "H"], "positions_angstrom": [[-1.331, -3.209, -1.186], [-0.370, -1.015, 1.066], [-1.121, -0.484, -0.046], [-0.294, -2.332, 1.024], [1.017, -0.338, 1.067], [0.953, 0.962, 0.670], [1.564, -0.327, 2.291], [1.911, -0.934, 0.255], [-2.309, 0.191, 0.273], [-2.704, 1.080, -0.880], [-3.673, 1.566, -0.704], [-2.005, 1.897, -1.058], [-2.829, 0.544, -1.826], [-2.270, 0.831, 1.162], [-3.082, -0.568, 0.461], [-0.854, -0.680, 2.010], [-3.452, -1.186, -5.308], [-2.035, -0.952, -4.206], [-2.294, -1.720, -2.933], [-0.726, -1.890, -5.057], [-4.027, -0.266, -5.175], [-4.095, -2.015, -5.027], [-3.165, -1.215, -6.357], [-0.267, -1.337, -5.872], [-1.047, -2.893, -5.328], [0.004, -1.901, -4.243], [-5.037, -3.990, -2.978], [-4.921, -3.847, -1.173], [-3.501, -4.140, -0.798], [-5.114, -2.058, -1.043], [-5.946, -3.527, -3.354], [-4.998, -5.058, -3.181], [-4.148, -3.518, -3.398], [-5.086, -1.838, 0.022], [-6.038, -1.785, -1.549], [-4.262, -1.556, -1.506], [1.055, 1.114, -2.120], [1.641, 1.303, -3.786], [1.699, -0.101, -4.322], [0.160, 2.046, -4.505], [1.868, 0.907, -1.429], [0.559, 0.136, -2.101], [0.397, 1.928, -1.829], [0.241, 1.973, -5.590], [0.159, 3.109, -4.263], [-0.729, 1.488, -4.219], [-4.885, 0.911, 3.349], [-6.199, -0.280, 3.795], [-6.707, 0.177, 5.119], [-7.403, 0.304, 2.564], [-3.934, 0.382, 3.443], [-4.839, 1.791, 3.984], [-5.017, 1.191, 2.304], [-7.089, 0.042, 1.552], [-7.568, 1.377, 2.651], [-8.344, -0.210, 2.760], [6.565, 0.626, 5.358], [5.649, -0.924, 5.115], [4.758, -1.083, 6.310], [4.566, -0.289, 3.825], [7.299, 0.690, 4.558], [7.008, 0.560, 6.354], [5.882, 1.472, 5.424], [5.086, 0.357, 3.116], [3.683, 0.144, 4.285], [4.269, -1.101, 3.153], [4.639, 1.847, -1.169], [5.533, 2.685, -2.505], [6.318, 3.768, -1.838], [6.660, 1.308, -2.842], [3.720, 2.386, -0.942], [5.300, 1.917, -0.304], [4.373, 0.812, -1.383], [7.411, 1.573, -3.582], [5.991, 0.546, -3.250], [7.189, 0.963, -1.952], [0.135, -2.703, 4.689], [-1.464, -2.847, 5.565], [-1.421, -2.097, 6.860], [-2.341, -1.758, 4.420], [-0.131, -3.030, 3.679], [0.862, -3.369, 5.144], [0.482, -1.673, 4.680], [-3.380, -1.619, 4.722], [-2.447, -2.289, 3.464], [-1.862, -0.800, 4.223], [5.031, -1.842, -0.329], [6.577, -1.870, 0.606], [6.579, -0.594, 1.384], [6.122, -3.259, 1.677], [4.238, -1.611, 0.385], [4.873, -2.807, -0.804], [5.110, -1.031, -1.048], [5.385, -2.930, 2.411], [6.996, -3.703, 2.148], [5.675, -4.074, 1.103], [-1.959, 6.360, -2.748], [-0.887, 5.040, -2.150], [0.518, 5.504, -2.269], [-1.322, 5.162, -0.383], [-1.673, 6.548, -3.782], [-1.860, 7.291, -2.192], [-2.983, 5.984, -2.725], [-0.446, 5.163, 0.264], [-2.010, 4.397, -0.027], [-1.809, 6.119, -0.168]], "lumo_energy_ev": -0.598, "relative_energy_kcal_mol": 6.3, "e_homo_ha": -0.2959}